The following is a DFT calculation (ωB97M-V with the def2-TZVPD basis set) of a 2-piece molecular cluster, H10N4Si2 overall.

The geometry in XYZ format:
```
16
H10N4Si2, DFT ωB97M-V with the def2-TZVPD basis set
N 1.8863 0.5836 -1.2454
N 3.4946 0.8382 0.6786
N -3.3312 -0.0872 1.0701
N -1.4554 -0.6349 -1.2806
Si 2.3291 -0.2414 0.1532
Si -1.8796 -0.8300 0.5493
H 2.1425 1.5378 -1.3776
H 1.0895 0.2697 -1.8005
H 3.9620 0.7353 1.5631
H 3.7205 1.7463 0.2248
H -4.0606 -0.5355 1.5908
H -3.4770 0.8140 0.5687
H -1.0503 -1.5430 -1.4845
H -0.6603 0.0153 -1.3442
H -0.7807 -0.3732 1.3210
H -1.9295 -2.2950 0.8132
```

Output
Orbital gap (alpha / beta) = 5.73 / 7.58 eV
HOMO energy (alpha / beta) = -4.78 / -9.64 eV
Molecular weight = 122.28 g/mol
2S+1 = 3
E_LUMO (alpha / beta) = 0.95 / -2.07 eV
Charge = 0

From a Mulliken analysis of the wavefunction, the atomic charges in e read: -0.3389 -0.3103 -0.4246 -0.7274 -0.1960 0.4042 0.2365 0.2332 0.2092 0.2231 0.2206 0.2373 0.3093 0.2052 -0.1261 -0.1553

***

The following is a DFT calculation (ωB97M-V with the def2-TZVPD basis set) of C27H39LuN2O5 as an isolated structure.

The geometry in XYZ format:
```
74
C27H39LuN2O5, DFT ωB97M-V with the def2-TZVPD basis set
O 1.1143 1.1159 -2.7374
C 2.4223 0.3891 -3.0810
C 2.6084 1.0791 -4.4166
H 2.2134 -0.6942 -3.1107
H 3.1730 0.6219 -2.3212
C 1.2531 1.7327 -4.1247
H 2.5780 0.4160 -5.2815
H 3.4630 1.7612 -4.4629
C 0.2837 1.2417 -5.1930
H 0.2678 0.1471 -5.2534
H 0.6631 1.6551 -6.1361
H -0.7448 1.5921 -5.0675
C 1.2876 3.2434 -4.0642
H 1.9966 3.6060 -3.3125
H 0.2990 3.6780 -3.8612
H 1.5994 3.6324 -5.0431
Lu -0.0517 0.7838 -1.0477
C -1.0987 2.2125 1.3897
C 0.0223 1.6385 2.0206
C 1.1934 2.1408 1.3926
H 0.0016 1.0163 2.9132
C 0.7860 3.0299 0.3382
C -0.6446 3.1008 0.3834
H -1.2670 3.7971 -0.1741
H -2.1351 2.0461 1.6817
H 2.2077 1.9635 1.7412
H 1.4360 3.6331 -0.3001
C -2.6153 0.4179 -0.9354
C -2.4189 1.6916 -1.5164
C -1.6732 1.5144 -2.7162
H -2.8343 2.6283 -1.1503
C -1.4454 0.0968 -2.8774
C -1.9866 -0.5706 -1.7399
H -2.0084 -1.6592 -1.5602
H -3.2596 0.2308 -0.0855
H -1.4626 2.2994 -3.4412
H -1.0478 -0.3969 -3.7691
O 5.2244 -0.2309 -1.0120
C 4.9610 1.1024 -0.5355
C 4.8214 1.0798 0.9957
H 3.9716 1.3974 -0.9359
H 5.6843 1.8136 -0.9629
C 4.4935 -0.3945 1.3185
H 4.0094 1.7258 1.3172
H 5.7269 1.4271 1.4932
C 4.7237 -1.1465 -0.0111
H 3.4482 -0.4892 1.5976
H 5.0721 -0.7731 2.1641
H 3.7640 -1.5402 -0.3940
H 5.4094 -1.9965 0.1026
C -4.5308 -4.0949 2.8277
C -3.9710 -2.7505 2.3613
C -2.5720 -2.3194 2.8981
C -2.4947 -2.4422 4.4481
C -3.6254 -1.8055 5.2343
C -1.4480 -3.1957 2.3090
O -1.4112 -4.4149 2.3883
N -0.4022 -2.5295 1.6456
C -0.5661 -1.3405 1.0012
O 0.3178 -0.9936 0.1202
N -1.6027 -0.5935 1.3139
C -2.3392 -0.8612 2.4362
O -2.8553 0.0798 3.0585
H -3.7549 -4.8735 2.8493
H -5.3013 -4.4094 2.1122
H -5.0108 -4.0414 3.8123
H -3.9241 -2.7414 1.2565
H -4.6767 -1.9504 2.6534
H -2.4397 -3.5136 4.7037
H -1.5401 -1.9906 4.7572
H -4.5988 -2.2220 4.9491
H -3.4719 -2.0031 6.3016
H -3.6236 -0.7204 5.0704
H 0.3572 -3.0799 1.2741
```

Output
Orbital gap = 7.22 eV
HOMO energy = -7.10 eV
Molecular weight = 646.59 g/mol
ΔE to the lowest compared entry with this formula, charge and spin = 0.0 kcal per mole
E_LUMO = 0.12 eV
Charge = 0

From a Mulliken analysis of the wavefunction, the atomic charges in e read: -0.3775 0.3144 -0.8031 0.4177 -0.6251 1.6323 0.3184 0.3857 -2.0537 0.5299 0.5042 0.3527 -1.5729 0.3623 0.2559 0.4679 1.8500 -0.3436 -1.0838 -0.1648 0.5729 -0.9499 -0.7979 0.5587 0.5049 0.5645 0.5630 0.0227 -1.6870 -0.4765 0.6570 0.0438 -1.0563 0.3956 0.5901 0.4884 0.4261 -0.4712 0.1601 -0.4601 -0.2906 0.3900 -0.1603 0.1580 0.3116 -0.2512 -0.1177 0.3768 0.1244 0.3319 -1.3550 -1.1149 2.4293 -1.0584 -1.2057 -0.4375 -0.6425 0.0113 -0.0106 -0.7696 0.6028 -0.7287 -0.6448 0.3102 0.4215 0.2739 0.3833 0.5194 0.4276 0.4547 0.2431 0.4329 0.2514 0.3177

***

The following is a DFT calculation (ωB97M-V with the def2-TZVPD basis set) of C32H44BN11Si2Tl as an isolated structure.

The geometry in XYZ format:
```
91
C32H44BN11Si2Tl, DFT ωB97M-V with the def2-TZVPD basis set
Tl 0.1887 -0.1037 -0.0721
C -3.1159 -1.2966 1.0138
N -2.5734 -0.1221 0.3587
C -2.9825 1.1544 0.9011
C -1.9472 1.8332 1.7400
N -0.6491 1.6954 1.6797
C -0.1232 2.6538 2.5260
C 1.1838 3.0159 2.8320
C 1.3780 4.0739 3.6956
C 0.3138 4.7867 4.2525
C -0.9922 4.4482 3.9682
C -1.1863 3.3815 3.1061
N -2.3289 2.8258 2.5852
C -2.0438 -2.2016 1.5238
N -0.8053 -1.8817 1.7842
C -0.2275 -3.0316 2.2961
C 1.0326 -3.2915 2.8221
C 1.3130 -4.5702 3.2574
C 0.3634 -5.5915 3.2190
C -0.9140 -5.3455 2.7607
C -1.1854 -4.0683 2.3001
N -2.3339 -3.4970 1.8102
H -3.7393 -1.0081 1.8724
H -3.7659 -1.8721 0.3410
H -2.7420 -0.1475 -0.6374
H -3.2104 1.8420 0.0777
H -3.9019 1.0715 1.4977
H 2.0221 2.4961 2.4010
H 2.3854 4.3665 3.9427
H 0.5124 5.6157 4.9127
H -1.8269 4.9890 4.3870
H -3.2697 3.1307 2.7749
H 1.7619 -2.5131 2.9143
H 2.2913 -4.7814 3.6637
H 0.6335 -6.5749 3.5756
H -1.6754 -6.1093 2.7621
H -3.2038 -3.9777 1.6459
C 3.9146 -0.2769 -3.1984
C 2.9111 0.4447 -2.5544
N 2.3384 -0.2980 -1.6126
N 2.9487 -1.4853 -1.6303
C 3.9006 -1.5045 -2.5729
B 2.7178 -2.5326 -0.5487
N 2.8779 -1.7895 0.7902
C 3.9063 -1.9522 1.6307
C 3.7962 -1.0239 2.6478
C 2.6385 -0.3152 2.3415
N 2.1109 -0.7822 1.2152
N 1.3167 -3.1485 -0.7056
C 1.0564 -4.4508 -0.8647
C -0.2999 -4.6079 -1.0624
C -0.8034 -3.3156 -1.0104
N 0.1838 -2.4496 -0.8053
H 4.5544 0.0553 -3.9897
H 2.6100 1.4585 -2.7342
H 4.4921 -2.3802 -2.7435
H 3.5322 -3.3852 -0.6310
H 4.6438 -2.7101 1.4627
H 4.4552 -0.8763 3.4775
H 2.1671 0.4758 2.8879
H 1.8306 -5.1877 -0.8368
H -0.8382 -5.5157 -1.2247
H -1.8192 -2.9944 -1.1122
C 0.4097 3.9353 -3.3732
Si 0.0956 3.1172 -1.6719
C -1.3068 4.1404 -0.8655
C 1.6787 3.2637 -0.6149
C -0.3250 1.2563 -1.9873
Si -1.7672 0.7454 -3.1375
C -3.3075 1.8438 -2.9259
C -1.1046 0.9435 -4.9094
C -2.3102 -1.0822 -3.0343
H 0.8736 4.9074 -3.2298
H -0.5201 4.1059 -3.9060
H 1.0652 3.3595 -4.0180
H -0.8944 4.8239 -0.1306
H -2.0576 3.5482 -0.3605
H -1.8151 4.7436 -1.6106
H 1.6816 4.1866 -0.0402
H 2.5775 3.2856 -1.2242
H 1.7735 2.4342 0.0833
H 0.5461 0.8471 -2.4930
H -3.0860 2.8690 -3.1976
H -3.7151 1.8530 -1.9205
H -4.0909 1.4899 -3.5887
H -0.8452 1.9686 -5.1388
H -1.8548 0.6299 -5.6270
H -0.2246 0.3323 -5.0771
H -3.0048 -1.3019 -2.2273
H -1.4465 -1.7289 -2.9243
H -2.8073 -1.3610 -3.9599
```

Output
Orbital gap = 8.01 eV
HOMO energy = -11.03 eV
Molecular weight = 854.15 g/mol
ΔE to the lowest compared entry with this formula, charge and spin = 0.0 kcal per mole
E_LUMO = -3.02 eV
Charge = +1

From a Mulliken analysis of the wavefunction, the atomic charges in e read: 1.5276 -1.0250 0.5902 -0.7751 -0.2518 0.8897 0.1087 -0.5936 -1.1791 -0.5638 -1.0373 0.7938 -0.0786 0.1582 -0.1595 0.5779 -0.3529 -0.7832 -0.6206 -1.2216 0.4228 0.0705 0.3968 0.5628 -0.6948 0.0433 0.3558 0.5658 0.4483 0.4125 0.4375 0.2723 0.5743 0.4845 0.4105 0.4501 0.2474 -1.5312 -0.2015 0.5935 -0.2392 -0.2776 -0.4775 0.4186 -0.2691 -1.4770 -0.8905 0.3477 0.2887 -0.2083 -1.8050 -0.5204 0.4827 0.4632 0.3347 0.5093 -0.1596 0.5327 0.4849 0.7391 0.5557 0.4990 0.6789 -1.3762 0.5241 -1.1835 -0.3635 0.7578 0.1361 -1.0678 -1.2098 -1.2039 0.4009 0.3418 0.3833 0.4423 0.1758 0.4935 0.5891 0.4652 -0.4227 -0.5458 0.3154 0.2967 0.4835 0.3185 0.3973 0.3407 0.3198 0.2854 0.5696

***

The following is a DFT calculation (ωB97M-V with the def2-TZVPD basis set) of C26H23Br2N3O2PtS2 as an isolated structure.

The geometry in XYZ format:
```
59
C26H23Br2N3O2PtS2, DFT ωB97M-V with the def2-TZVPD basis set
Pt -1.0401 0.0833 0.0475
S 3.6366 -3.1109 1.0106
C 5.2335 -3.6626 1.2471
C 6.1033 -2.6345 1.4266
C 5.4594 -1.3711 1.3726
C 4.1146 -1.4595 1.1511
C 3.1496 -0.3607 1.0346
C 1.7931 -0.6387 0.7644
N 0.8844 0.3138 0.6284
C 1.2552 1.6071 0.7752
C 2.5578 1.9807 1.0652
C 2.8367 3.3868 1.2327
C 1.8531 4.3065 1.1285
C 0.5031 3.9133 0.8086
C -0.5711 4.7998 0.6741
C -1.8151 4.3355 0.2839
C -1.9544 2.9502 0.0743
N -0.9683 2.0878 0.2714
C 0.2462 2.5626 0.6191
C -2.9657 5.2243 0.1008
C -2.9967 6.5859 0.2014
C -4.2900 7.1303 -0.0087
C -5.2177 6.1709 -0.2637
S -4.5355 4.6102 -0.2536
C 3.5145 0.9642 1.1806
H 5.4412 -4.7212 1.2451
H 7.1617 -2.7696 1.5932
H 5.9909 -0.4368 1.4935
H 1.4428 -1.6510 0.6502
H 3.8553 3.6870 1.4406
H 2.0608 5.3598 1.2640
H -0.4188 5.8521 0.8781
H -2.8962 2.5579 -0.2641
H -2.1319 7.2015 0.4067
H -4.5165 8.1855 0.0250
H -6.2696 6.2992 -0.4647
H 4.5437 1.2339 1.3825
Br -3.8089 0.2770 0.1529
C -4.0265 -1.0136 1.6046
Br -2.3300 -1.6410 2.2285
H -4.5937 -1.8489 1.2186
H -4.5308 -0.5087 2.4172
O -1.6251 -1.7370 -0.9860
C -0.9307 -2.7920 -0.8390
O 0.1246 -2.9286 -0.2171
C -1.5130 -4.0366 -1.5226
N -0.6947 -5.2097 -1.0222
C -0.0651 -5.8856 -2.2144
C 0.0635 -4.7448 -3.2104
C -1.2760 -4.0215 -3.0412
H -2.5616 -4.1316 -1.2543
H -1.2068 -5.8513 -0.4226
H 0.0321 -4.7133 -0.4674
H -0.7527 -6.6433 -2.5855
H 0.8707 -6.3529 -1.9208
H 0.2247 -5.1093 -4.2217
H 0.8959 -4.0914 -2.9416
H -2.0639 -4.5821 -3.5455
H -1.2815 -3.0072 -3.4326
```

Output
Orbital gap = 6.51 eV
HOMO energy = -12.82 eV
Molecular weight = 828.51 g/mol
ΔE to the lowest compared entry with this formula, charge and spin = 9.8 kcal per mole
E_LUMO = -6.31 eV
Charge = +2

From a Mulliken analysis of the wavefunction, the atomic charges in e read: 0.5350 -0.1070 -0.3785 -0.5994 -0.4999 0.3832 0.7757 -0.3743 -0.4309 -0.0650 0.7684 -1.0164 -1.0221 0.7192 -0.6567 0.5859 0.0418 -0.1469 -0.0623 0.4645 -0.4692 -0.6013 -0.3697 -0.1622 -0.6753 0.4403 0.4215 0.3637 0.4670 0.4717 0.4695 0.4443 0.0345 0.3483 0.4033 0.4525 0.4542 -0.0294 -0.4641 -0.0238 0.3597 0.4208 -0.7315 0.7351 -0.7789 -0.0713 -0.0605 -0.6188 -0.5562 -0.7812 0.4143 0.3649 0.2574 0.3553 0.3673 0.4098 0.2623 0.3700 0.3910